Record 1
ORCA calculation (the ωB97M-V functional and the def2-TZVPD basis) on a cluster of 6 separate species, H14NO5 in total.

Structure (XYZ):
```
20
H14NO5 | OMol25 | the ωB97M-V functional and the def2-TZVPD basis
N 0.062 -0.337 0.263
H -0.292 -0.019 -0.699
H 0.729 -1.179 0.102
H -0.870 -0.650 0.626
H 0.644 0.358 0.558
O -1.760 2.146 0.409
H -1.057 2.617 0.057
H -2.511 2.636 0.088
O 0.508 0.878 -2.986
H -0.130 0.595 -3.772
H 0.532 1.766 -2.977
O 3.041 0.156 -0.020
H 3.804 -0.382 -0.102
H 3.568 0.961 -0.347
O 1.594 -2.251 2.367
H 0.769 -2.708 2.464
H 1.651 -1.643 3.197
O -3.181 -1.201 0.630
H -3.736 -0.486 0.599
H -3.364 -1.258 -0.455
```

Properties
Highest occupied orbital energy (eV): -14.977
Energy relative to the best compared isomer or geometry (same formula, charge and spin) (eV): 3.212
Net charge: +1
HOMO-LUMO gap (eV): 11.723

=====

Record 2
ORCA calculation (the ωB97M-V functional and the def2-TZVPD basis) on a structure of composition C6H31FeO10.

Structure (XYZ):
```
48
C6H31FeO10 | OMol25 | the ωB97M-V functional and the def2-TZVPD basis
Fe -1.341 2.826 0.197
C 1.354 0.303 -1.177
C -0.114 0.102 -1.443
O -0.874 1.290 -1.280
H 1.857 -0.661 -1.260
H 1.631 0.743 -0.220
H 1.787 0.969 -1.923
H -0.503 -0.662 -0.770
H -0.293 -0.334 -2.426
C -0.873 -3.680 -0.604
C -1.968 -4.106 0.339
O -3.086 -4.726 -0.319
H -0.083 -3.100 -0.128
H -1.230 -2.921 -1.300
H -0.346 -4.433 -1.190
H -2.325 -3.363 1.052
H -1.616 -4.873 1.030
H -3.791 -4.081 -0.413
C -0.893 -2.586 3.641
C 0.029 -1.509 3.141
O -0.149 -0.368 3.873
H -1.881 -2.133 3.556
H -0.741 -2.841 4.689
H -0.768 -3.482 3.033
H 0.026 -1.363 2.061
H 1.066 -1.802 3.307
H 0.710 -0.057 4.169
O 0.827 3.113 0.732
H 1.068 3.011 1.653
H 1.657 3.055 0.259
O -3.570 -0.127 -0.477
H -3.699 0.742 -0.099
H -2.757 -0.053 -0.977
O 3.323 3.109 -0.252
H 3.977 3.517 0.316
H 3.778 2.365 -0.647
O -3.381 1.546 -2.865
H -3.692 1.890 -2.028
H -2.522 1.174 -2.668
O 2.642 3.702 -2.822
H 1.707 3.533 -2.937
H 2.779 3.661 -1.875
O 3.995 1.412 2.269
H 4.027 0.944 1.436
H 4.234 2.312 2.049
O 0.340 2.612 -3.768
H -0.379 3.224 -3.928
H 0.059 2.107 -3.005
```

Properties
Highest occupied orbital energy (alpha / beta) (eV): -12.313 / -12.313
Energy relative to the best compared isomer or geometry (same formula, charge and spin) (eV): 0.000
Net charge: +1
HOMO-LUMO gap (alpha / beta) (eV): 5.180 / 5.161
Multiplicity: 5

=====

Record 3
ORCA calculation (the ωB97M-V functional and the def2-TZVPD basis) on the molecule C4H7NO2.

Structure (XYZ):
```
14
C4H7NO2 | OMol25 | the ωB97M-V functional and the def2-TZVPD basis
C -0.953 -0.779 -0.392
C 0.826 0.569 -0.629
N -1.992 -0.060 0.021
C 0.298 -0.732 0.330
C 0.556 -0.057 1.572
O 1.924 0.148 -1.319
O 0.382 1.687 -0.729
H 2.238 0.914 -1.828
H -1.018 -1.287 -1.344
H -1.915 0.436 0.900
H -2.779 0.135 -0.577
H 0.957 -1.562 0.093
H 1.545 -0.176 1.994
H -0.068 0.764 1.907
```

Properties
Highest occupied orbital energy (alpha / beta) (eV): -6.051 / -6.935
Energy relative to the best compared isomer or geometry (same formula, charge and spin) (eV): 4.053
HOMO-LUMO gap (alpha / beta) (eV): 6.478 / 7.608

=====

Record 4
ORCA calculation (the ωB97M-V functional and the def2-TZVPD basis) on a cluster of 2 separate species, C3H6O2 in total.

Structure (XYZ):
```
11
C3H6O2 | OMol25 | the ωB97M-V functional and the def2-TZVPD basis
C -1.404 0.626 0.330
O -0.776 -0.408 0.762
C 0.480 -0.782 0.565
C 1.533 0.102 0.140
O 2.692 -0.257 0.018
H -0.880 1.460 -0.121
H -0.880 -0.185 -1.610
H -2.456 0.655 0.578
H -0.244 -0.599 -1.546
H 0.688 -1.773 0.945
H 1.247 1.159 -0.061
```

Properties
Highest occupied orbital energy (alpha / beta) (eV): -8.429 / -8.540
Energy relative to the best compared isomer or geometry (same formula, charge and spin) (eV): 5.040
HOMO-LUMO gap (alpha / beta) (eV): 7.774 / 8.197

=====

Record 5
ORCA calculation (the ωB97M-V functional and the def2-TZVPD basis) on a structure of composition C52H55N5O3P2RhS3.

Structure (XYZ):
```
121
C52H55N5O3P2RhS3 | OMol25 | the ωB97M-V functional and the def2-TZVPD basis
Rh 0.604 0.649 0.409
C 1.298 0.400 5.947
C 2.249 0.597 4.766
N 2.396 -0.590 3.911
C 3.570 -1.463 4.123
C 3.358 -2.467 5.252
C 1.502 -0.925 2.993
S 0.148 0.184 2.698
N 1.576 -2.077 2.375
C 1.347 -2.379 1.097
O 1.190 -1.559 0.147
C 1.322 -3.840 0.793
C 1.684 -4.774 1.762
C 1.615 -6.129 1.482
C 1.186 -6.560 0.233
C 0.828 -5.634 -0.737
C 0.898 -4.279 -0.459
H 1.190 1.342 6.487
H 1.676 -0.350 6.641
H 0.311 0.087 5.609
H 3.244 0.841 5.128
H 1.916 1.434 4.152
H 4.414 -0.811 4.342
H 3.776 -1.964 3.187
H 3.227 -1.969 6.213
H 4.231 -3.118 5.328
H 2.480 -3.084 5.053
H 2.029 -4.421 2.725
H 1.895 -6.852 2.238
H 1.140 -7.620 0.013
H 0.491 -5.970 -1.710
H 0.614 -3.552 -1.204
C 5.865 -0.389 -5.352
C 5.459 -0.286 -3.905
C 6.341 0.236 -2.963
C 5.999 0.301 -1.620
C 4.756 -0.161 -1.220
C 3.855 -0.686 -2.139
C 4.213 -0.744 -3.475
S 4.266 -0.062 0.475
O 3.916 -1.383 0.911
O 5.296 0.632 1.200
N 2.898 0.821 0.414
C 2.954 2.177 0.223
C 4.061 3.007 -0.057
C 3.853 4.357 -0.208
C 2.567 4.894 -0.113
C 1.532 4.023 0.110
N 1.719 2.706 0.273
H 6.441 0.483 -5.664
H 4.999 -0.486 -6.006
H 6.496 -1.269 -5.502
H 7.312 0.597 -3.286
H 6.688 0.700 -0.884
H 2.892 -1.050 -1.795
H 3.517 -1.157 -4.199
H 5.048 2.583 -0.131
H 4.696 5.008 -0.407
H 2.380 5.952 -0.225
H 0.507 4.373 0.143
C -7.398 2.151 0.092
S -7.247 0.940 1.427
C -5.554 0.377 1.115
C -4.496 1.357 1.604
C -3.075 0.817 1.456
N -2.603 0.688 0.029
P -1.447 1.984 -0.298
C -2.392 3.500 0.042
C -1.887 4.372 1.004
C -2.548 5.558 1.299
C -3.717 5.878 0.628
C -4.240 5.002 -0.318
C -3.590 3.814 -0.603
C -1.136 2.018 -2.104
C -2.108 2.188 -3.090
C -1.754 2.241 -4.427
C -0.422 2.133 -4.810
C 0.557 1.963 -3.846
C 0.198 1.906 -2.508
P -1.557 -0.710 -0.196
C -1.772 -1.131 -1.957
C -0.679 -1.620 -2.666
C -0.830 -2.032 -3.984
C -2.072 -1.954 -4.596
C -3.158 -1.434 -3.902
C -3.007 -1.009 -2.593
C -2.418 -2.091 0.635
C -3.684 -2.521 0.231
C -4.279 -3.606 0.851
C -3.618 -4.287 1.868
C -2.370 -3.856 2.288
C -1.779 -2.756 1.680
H -8.370 2.627 0.203
H -7.350 1.655 -0.878
H -6.619 2.910 0.172
H -5.456 0.193 0.041
H -5.462 -0.579 1.635
H -4.666 1.563 2.663
H -4.595 2.301 1.077
H -3.052 -0.171 1.914
H -2.387 1.443 2.042
H -0.981 4.111 1.540
H -2.151 6.226 2.053
H -4.234 6.804 0.852
H -5.163 5.245 -0.831
H -4.042 3.114 -1.293
H -3.156 2.251 -2.834
H -2.526 2.363 -5.178
H -0.152 2.176 -5.857
H 1.599 1.879 -4.131
H 0.982 1.797 -1.774
H 0.290 -1.663 -2.183
H 0.022 -2.413 -4.534
H -2.190 -2.275 -5.624
H -4.124 -1.353 -4.386
H -3.837 -0.551 -2.069
H -4.215 -2.012 -0.559
H -5.263 -3.926 0.532
H -4.081 -5.149 2.333
H -1.851 -4.368 3.089
H -0.825 -2.404 2.042
```

Properties
Highest occupied orbital energy (alpha / beta) (eV): -10.429 / -10.409
Energy relative to the best compared isomer or geometry (same formula, charge and spin) (eV): 0.000
Net charge: +1
HOMO-LUMO gap (alpha / beta) (eV): 7.962 / 5.245
Multiplicity: 5

=====

Record 6
ORCA calculation (the ωB97M-V functional and the def2-TZVPD basis) on a cluster of 2 separate species, C5H13NSi in total.

Structure (XYZ):
```
20
C5H13NSi | OMol25 | the ωB97M-V functional and the def2-TZVPD basis
C -1.052 -1.044 0.857
C -1.191 0.236 0.466
C -0.629 -1.494 2.255
C -1.518 0.504 -1.033
C 1.796 0.187 -2.762
N 0.767 1.152 1.835
Si -0.886 1.683 1.599
H -1.199 -1.918 0.245
H 0.375 -1.979 2.273
H -0.462 -0.607 2.884
H -1.333 -2.159 2.701
H -0.708 1.200 -1.279
H -1.459 -0.294 -1.699
H -2.424 1.065 -0.822
H 2.286 0.578 -1.883
H 1.309 1.077 -3.194
H 1.121 -0.592 -2.339
H 1.464 1.675 2.357
H 1.170 0.891 1.016
H 2.571 -0.162 -3.478
```

Properties
Highest occupied orbital energy (eV): -8.288
Energy relative to the best compared isomer or geometry (same formula, charge and spin) (eV): 2.516
HOMO-LUMO gap (eV): 8.385

=====

Record 7
ORCA calculation (the ωB97M-V functional and the def2-TZVPD basis) on the ion CH2NO2S2 with charge -1.

Structure (XYZ):
```
8
CH2NO2S2 | OMol25 | the ωB97M-V functional and the def2-TZVPD basis
C -1.262 -0.850 -0.071
N -0.041 -0.315 -0.039
O -1.666 1.648 0.768
O -3.070 1.214 -1.046
S -1.642 -2.417 0.281
S -2.584 0.615 0.205
H 0.926 -0.659 -0.027
H -0.057 0.750 0.025
```

Properties
Highest occupied orbital energy (eV): -3.688
Energy relative to the best compared isomer or geometry (same formula, charge and spin) (eV): 0.216
Net charge: -1
Structure (SMILES): NC([S-])=S(=O)=O
HOMO-LUMO gap (eV): 7.280

=====

Record 8
ORCA calculation (the ωB97M-V functional and the def2-TZVPD basis) on the molecule C7H6O3S.

Structure (XYZ):
```
17
C7H6O3S | OMol25 | the ωB97M-V functional and the def2-TZVPD basis
C -0.971 1.498 -0.326
C -0.598 1.775 0.885
C -0.203 -0.758 0.085
C -0.611 0.109 -0.820
C 0.686 -2.260 -1.463
C 0.314 0.851 1.669
C 0.083 -0.671 1.504
O 1.410 -3.204 -1.447
O 1.313 -0.946 -3.595
O -0.610 0.004 -2.181
S 0.027 -1.230 -3.023
H -1.610 2.112 -1.011
H -0.924 2.605 1.532
H 1.420 1.192 1.561
H 0.027 0.996 2.692
H -0.761 -0.869 2.211
H 1.009 -1.202 1.728
```

Properties
Highest occupied orbital energy (alpha / beta) (eV): -8.158 / -8.160
Energy relative to the best compared isomer or geometry (same formula, charge and spin) (eV): 4.783
HOMO-LUMO gap (alpha / beta) (eV): 7.912 / 7.913

=====

Record 9
ORCA calculation (the ωB97M-V functional and the def2-TZVPD basis) on a cluster of 2 separate species, C4H6FNO3 in total.

Structure (XYZ):
```
15
C4H6FNO3 | OMol25 | the ωB97M-V functional and the def2-TZVPD basis
C -0.827 -1.029 1.146
C -1.684 -0.361 0.081
C 0.186 -1.484 0.278
C 1.939 1.280 -0.160
N 0.820 1.440 -0.882
O -0.092 2.105 -0.415
O -1.109 -1.222 2.305
O 0.702 0.802 -1.962
F 2.825 0.413 -0.564
H -2.772 -0.815 0.255
H -1.572 0.743 0.389
H -1.457 -0.594 -0.905
H 0.032 -2.359 -0.333
H 0.932 -0.799 0.059
H 2.078 1.879 0.710
```

Properties
Highest occupied orbital energy (alpha / beta) (eV): -9.730 / -8.207
Energy relative to the best compared isomer or geometry (same formula, charge and spin) (eV): 5.244
HOMO-LUMO gap (alpha / beta) (eV): 9.795 / 5.364

=====

Record 10
ORCA calculation (the ωB97M-V functional and the def2-TZVPD basis) on a structure of composition C16H34BCoNP2.

Structure (XYZ):
```
55
C16H34BCoNP2 | OMol25 | the ωB97M-V functional and the def2-TZVPD basis
P -3.158 2.146 2.541
P -4.946 0.414 0.392
C -4.798 2.656 1.901
C -5.666 1.419 1.745
H -4.648 3.179 0.943
H -5.187 3.334 2.674
H -5.654 0.764 2.628
H -6.711 1.671 1.530
C -6.235 0.741 -0.907
H -5.943 0.432 -1.921
H -6.530 1.796 -0.927
H -7.113 0.162 -0.600
C -5.404 -1.301 0.744
H -6.498 -1.379 0.718
H -5.049 -1.556 1.747
H -4.964 -1.965 -0.008
C -2.282 3.688 2.245
H -1.243 3.653 2.568
H -2.812 4.456 2.806
H -2.320 3.876 1.166
C -3.746 1.668 4.355
H -4.591 0.935 4.406
H -4.082 2.628 4.790
H -2.956 1.324 5.075
Co -2.125 0.634 3.319
C -4.219 -0.362 -3.991
C -3.577 0.824 -4.049
C -4.213 2.154 -3.860
C -3.975 2.657 -2.387
C -3.119 1.781 -1.559
C -3.385 0.471 -1.168
C -3.051 -0.870 -1.797
C -3.796 -1.433 -3.031
C -0.655 1.648 4.154
H -5.061 -0.610 -4.646
H -2.482 0.838 -4.104
H -5.296 2.065 -4.059
H -3.807 2.906 -4.548
H -3.520 3.651 -2.379
H -4.992 2.779 -1.965
H -2.268 2.300 -1.117
H -2.799 0.433 -0.208
H -3.079 -1.644 -1.012
H -1.985 -0.777 -2.064
H -3.036 -2.103 -3.469
H -4.667 -2.081 -2.824
H 0.030 0.855 4.482
H -0.823 2.320 5.014
H -0.105 2.208 3.373
B 0.645 -1.212 0.260
C -0.102 -0.503 1.400
N -0.821 -0.032 2.198
H 0.771 -2.387 0.539
H 1.728 -0.708 0.067
H 0.012 -1.089 -0.778
```

Properties
Highest occupied orbital energy (alpha / beta) (eV): -6.159 / -6.615
Energy relative to the best compared isomer or geometry (same formula, charge and spin) (eV): 2.518
HOMO-LUMO gap (alpha / beta) (eV): 5.537 / 4.695
Multiplicity: 4

=====

Record 11
ORCA calculation (the ωB97M-V functional and the def2-TZVPD basis) on a cluster of 5 separate species, C22H42ClIN4O10S in total.

Structure (XYZ):
```
81
C22H42ClIN4O10S | OMol25 | the ωB97M-V functional and the def2-TZVPD basis
C -1.543 -1.205 -4.065
C -1.505 -2.593 -3.259
C -0.644 -2.512 -1.898
C -1.480 -2.089 -0.594
C -1.936 -0.550 -0.535
C -3.351 -0.099 -1.123
C -4.329 -1.290 -1.538
O -4.617 -1.597 -2.707
I -5.254 -2.408 0.129
O -0.911 0.224 -1.278
S 0.464 0.477 -0.342
O 1.681 -0.364 -0.620
O 1.018 1.884 -0.409
O -0.179 0.033 1.146
C -1.616 -0.078 0.995
C -2.203 1.336 1.496
C -1.132 2.322 2.145
O -0.509 2.127 3.203
Cl -0.841 3.923 1.256
H -2.445 -0.570 -3.778
H -1.544 -1.333 -5.202
H -0.566 -0.643 -3.813
H -2.525 -3.062 -3.063
H -0.941 -3.340 -3.938
H 0.288 -1.889 -2.095
H -0.273 -3.589 -1.701
H -2.341 -2.842 -0.499
H -0.791 -2.306 0.310
H -3.187 0.549 -2.065
H -3.959 0.578 -0.409
H -2.196 -0.856 1.599
H -3.002 1.125 2.303
H -2.741 1.925 0.663
C -1.269 -1.463 3.988
O -2.310 -1.345 3.358
N -0.881 -2.581 4.658
C 0.372 -2.643 5.384
C -1.745 -3.745 4.646
H -0.542 -0.639 4.062
H 0.985 -3.446 4.967
H 0.163 -2.851 6.437
H 0.916 -1.701 5.307
H -1.896 -4.069 3.613
H -2.714 -3.477 5.074
H -1.301 -4.557 5.223
C 5.535 -1.569 1.236
O 6.369 -2.189 1.871
N 5.695 -0.309 0.743
C 4.650 0.361 -0.005
C 6.948 0.382 0.973
H 4.547 -2.001 1.004
H 5.027 0.603 -1.002
H 4.374 1.281 0.517
H 3.768 -0.274 -0.100
H 7.763 -0.202 0.539
H 7.116 0.473 2.049
H 6.927 1.375 0.521
C 8.825 1.754 -2.302
O 9.572 2.084 -1.401
N 7.751 2.473 -2.740
C 6.907 2.010 -3.822
C 7.446 3.739 -2.102
H 8.966 0.810 -2.853
H 6.928 2.746 -4.630
H 5.883 1.902 -3.453
H 7.253 1.049 -4.204
H 8.302 4.410 -2.208
H 7.263 3.571 -1.038
H 6.565 4.194 -2.558
C -6.728 1.083 0.296
O -5.970 1.425 1.188
N -7.807 1.792 -0.136
C -8.661 1.315 -1.205
C -8.112 3.063 0.493
H -6.587 0.135 -0.247
H -8.651 2.042 -2.020
H -9.680 1.205 -0.825
H -8.314 0.351 -1.582
H -7.260 3.736 0.372
H -8.283 2.903 1.560
H -8.999 3.509 0.042
```

Properties
Highest occupied orbital energy (eV): -8.765
Structure (SMILES): CCCC[C@]1(CC(=O)I)OS(=O)(=O)O[C@H]1CC(=O)Cl.CN(C)C=O.CN(C)C=O.CN(C)C=O.CN(C)C=O
HOMO-LUMO gap (eV): 8.450

=====

Record 12
ORCA calculation (the ωB97M-V functional and the def2-TZVPD basis) on the molecule C6H2F4S.

Structure (XYZ):
```
13
C6H2F4S | OMol25 | the ωB97M-V functional and the def2-TZVPD basis
C 0.397 1.572 -0.048
C 1.560 0.785 -0.071
C 1.354 -0.617 0.052
C 0.110 -1.196 -0.083
C -1.064 -0.391 -0.123
C -0.900 0.976 -0.100
H 2.605 1.203 -0.154
H -2.301 -2.224 0.204
F 0.424 2.881 0.078
F 2.499 -1.346 0.005
F -0.002 -2.578 0.151
F -1.962 1.925 0.128
S -2.720 -0.990 -0.039
```

Properties
Highest occupied orbital energy (eV): -9.334
Energy relative to the best compared isomer or geometry (same formula, charge and spin) (eV): 0.292
Structure (SMILES): Fc1cc(F)c(F)c(S)c1F
HOMO-LUMO gap (eV): 9.671

=====

Here are the calculated calculated total energy numbers, same order: -439.0519; -2262.8741; -361.7319; -268.2200; -4501.6436; -542.4768; -1040.9532; -894.0424; -536.0574; -2774.7153; -2990.8391; -1027.4431 (Ha).
Here are the calculated largest force on an atom numbers, same order: 6.9; 4.7; 2.0; 0.6; 1.2; 4.6; 2.7; 5.1; 5.8; 4.9; 5.7; 3.3 (eV/Å).